Density functional theory data (ωB97M-V/def2-TZVPD) for the molecule C18H16F3N5O3 at a distorted geometry.

## Properties
HOMO-LUMO gap = 8.345 eV
Energy = -1494.60288 Ha
E_HOMO = -8.60 eV
Spin multiplicity = 1
E_LUMO = -0.0095 Eh
Total charge = 0

XYZ file:
```
45
C18H16F3N5O3, DFT ωB97M-V/def2-TZVPD
O -5.99 4.37 -0.80
F 6.68 -5.71 -2.18
F 7.43 -6.10 -0.15
F 8.76 -5.18 -1.71
N 6.70 -1.71 -0.58
N -1.27 1.87 0.57
N 3.10 -2.42 -0.49
N -0.57 -0.60 -0.57
O -7.09 2.47 -1.15
O -3.60 1.32 0.21
C -6.16 3.18 -0.52
C 5.48 -2.25 -0.45
C 7.67 -2.70 -0.85
C 6.95 -3.88 -0.89
C -1.90 -0.21 -0.50
C 0.00 1.41 0.37
C 1.95 -1.79 -0.37
C -2.24 1.05 0.18
C 4.15 -1.60 -0.33
C 0.38 0.21 -0.14
C 4.10 -0.23 -0.26
C 2.87 0.48 -0.22
C 1.75 -0.34 -0.23
N 5.63 -3.60 -0.67
C 7.46 -5.18 -1.25
C -6.15 1.19 1.12
C -5.77 3.68 2.08
C -4.10 2.51 0.78
C -5.62 2.62 0.88
H -7.58 3.08 -1.75
H 8.71 -2.51 -1.02
H -2.76 -0.75 -0.79
H 0.74 2.11 0.67
H 1.08 -2.43 -0.58
H 4.98 0.37 -0.36
H 2.87 1.53 -0.19
H 4.95 -4.34 -0.49
H -5.68 0.60 1.93
H -5.91 0.56 0.18
H -7.20 1.16 1.36
H -5.59 3.15 3.07
H -6.74 4.17 2.23
H -5.05 4.54 1.92
H -3.70 3.34 0.22
H -3.71 2.59 1.74
```

***

Density functional theory data (ωB97M-V/def2-TZVPD) for the molecule C18H16N2O2S at a distorted geometry.

## Properties
HOMO-LUMO gap = 9.183 eV
Energy = -1353.56896 Ha
Relative energy (zero: lowest compared OMol25 entry of this formula, charge and spin) = 110.87 kcal/mol
E_HOMO = -9.69 eV
Spin multiplicity = 1
E_LUMO = -0.0186 Eh
Total charge = 0

XYZ file:
```
39
C18H16N2O2S, DFT ωB97M-V/def2-TZVPD
N -1.88 -1.71 -5.76
O -3.75 0.29 0.01
O -3.48 -1.32 1.67
C -1.97 -2.01 -4.63
N 2.18 1.55 3.84
C 3.07 1.58 2.89
C -2.35 -4.09 -1.55
C -2.29 -3.67 -2.91
C 0.99 -0.63 1.61
C -2.54 -3.14 -0.57
C -0.37 -0.92 1.54
C -2.29 -1.30 -2.23
C -0.73 1.15 0.24
C -2.20 -2.29 -3.29
C 0.58 1.49 0.48
C 1.45 0.63 1.26
C -2.42 -1.78 -0.90
C -1.21 -0.04 0.87
C 0.95 2.84 -0.13
C 2.31 3.37 0.26
C 3.27 2.21 0.47
C 2.86 1.08 1.54
S -2.84 -0.67 0.44
H 1.16 1.41 3.65
H 4.06 1.91 3.22
H -2.33 -5.17 -1.38
H -2.26 -4.48 -3.64
H 1.71 -1.36 1.77
H -2.61 -3.48 0.48
H -0.64 -1.94 1.81
H -2.16 -0.22 -2.41
H -1.43 1.84 -0.33
H 0.15 3.47 0.20
H 0.87 2.81 -1.24
H 2.82 4.09 -0.39
H 2.07 3.82 1.23
H 4.20 2.75 0.88
H 3.37 1.66 -0.44
H 3.69 0.28 1.42
```

***

Density functional theory data (ωB97M-V/def2-TZVPD) for the molecule C18H16N4OS at a distorted geometry.

## Properties
HOMO-LUMO gap = 7.881 eV
Energy = -1387.92956 Ha
Relative energy (zero: lowest compared OMol25 entry of this formula, charge and spin) = 30.15 kcal/mol
E_HOMO = -8.19 eV
Spin multiplicity = 1
E_LUMO = -0.0113 Eh
Total charge = 0

XYZ file:
```
40
C18H16N4OS, DFT ωB97M-V/def2-TZVPD
C -4.92 -1.89 1.49
C -5.83 -1.20 0.83
C -5.61 -0.68 -0.55
H -6.43 -0.96 -1.22
H -4.65 -1.00 -0.94
S -5.62 1.16 -0.54
C -3.94 1.50 -0.25
N -3.07 0.51 -0.35
C -1.79 0.79 -0.14
C -1.38 2.09 0.20
C -2.38 3.05 0.26
N -3.65 2.77 0.03
H -2.16 4.08 0.49
H -0.35 2.31 0.39
C -0.82 -0.30 -0.29
N 0.43 0.06 -0.20
N 1.41 -0.82 -0.31
C 1.17 -2.13 -0.57
C -0.09 -2.58 -0.68
C -1.24 -1.70 -0.53
O -2.39 -2.08 -0.60
H -0.29 -3.62 -0.91
H 2.03 -2.76 -0.71
C 2.71 -0.29 -0.18
C 3.76 -1.05 0.34
C 5.02 -0.50 0.45
C 5.27 0.81 0.06
C 4.21 1.57 -0.44
C 2.95 1.03 -0.56
H 2.13 1.61 -0.95
H 4.39 2.59 -0.74
C 6.64 1.41 0.18
H 7.34 0.70 0.61
H 6.61 2.30 0.80
H 7.00 1.71 -0.80
H 5.82 -1.10 0.85
H 3.59 -2.06 0.67
H -6.78 -0.94 1.28
H -3.98 -2.14 1.03
H -5.09 -2.25 2.49
```

***

- Among the records above, which one has the lowest energy?
  C18H16F3N5O3

***

- What is the E_HOMO in the second record?
  -9.69 eV